# 1
Formula: C11H25NNbO3S
Source: the OMol25 dataset
Level of theory: ωB97M-V/def2-TZVPD

The geometry in XYZ format:
```
42
Properties=species:S:1:pos:R:3
C 0.079 -0.139 -1.361
C 0.547 1.465 -1.425
O -0.200 2.193 -0.389
C -0.757 3.462 -0.883
C -2.221 3.677 -0.109
Nb -3.869 2.550 -1.249
N -5.449 1.331 -2.126
C -5.716 0.305 -1.210
S -5.765 -0.883 0.050
H 0.761 -0.719 -0.591
H 0.110 -0.645 -2.441
H -1.068 -0.130 -1.038
H 0.298 1.803 -2.533
H 1.708 1.583 -1.260
H -0.047 4.400 -0.702
H -1.015 3.469 -2.032
H -2.466 4.831 -0.098
H -2.068 3.248 0.994
H -2.647 1.483 -2.125
H -3.811 3.676 -2.663
H -5.175 3.612 -0.539
H -3.927 1.389 0.184
C 2.037 -0.196 2.483
C 3.232 -0.245 1.569
O 3.630 -1.308 1.094
C 3.923 1.056 1.259
H 1.641 -1.208 2.617
H 2.332 0.196 3.459
H 1.257 0.429 2.041
H 4.302 1.504 2.181
H 3.227 1.737 0.763
H 4.768 0.867 0.588
C 0.186 -4.498 -0.215
C 0.947 -4.374 1.078
O 0.367 -4.161 2.142
C 2.444 -4.520 1.020
H -0.884 -4.370 -0.020
H 0.510 -3.721 -0.912
H 0.348 -5.488 -0.647
H 2.868 -3.744 0.378
H 2.706 -5.511 0.642
H 2.859 -4.407 2.027
```

Values from the calculation:
charge = -1
E_tot = -1169.440733 hartree
E_HOMO = -5.0 eV
orbital gap = 7.24 eV

---

# 2
Formula: C5H10O3PS
Source: the OMol25 dataset
Level of theory: ωB97M-V/def2-TZVPD

The geometry in XYZ format:
```
20
Properties=species:S:1:pos:R:3
C 3.039 -0.643 -1.051
C 1.570 -0.924 -0.681
C -0.627 1.008 0.016
C -1.044 2.399 0.139
C -2.352 -0.852 1.350
O -1.387 -1.505 -1.124
O -3.147 0.347 -0.964
O 3.108 0.719 -1.056
P -1.964 -0.306 -0.420
S 1.051 0.814 -0.211
H 3.717 -1.125 -0.288
H 3.180 -1.125 -2.220
H 0.788 -1.210 -1.498
H 1.338 -1.512 0.126
H -1.882 2.450 0.862
H -1.501 2.543 -0.946
H -0.202 3.140 0.500
H -1.243 -1.101 1.653
H -2.686 0.049 1.879
H -3.074 -1.636 1.520
```

Values from the calculation:
charge = -1
E_tot = -1161.758905 hartree
E_HOMO = -4.4 eV
energy relative to the best compared isomer or geometry (same formula, charge and spin) = 50.8 kcal/mol
orbital gap = 7.02 eV

---

# 3
Formula: C6AlF30N3O12P2S6
Source: the OMol25 dataset
Level of theory: ωB97M-V/def2-TZVPD

The geometry in XYZ format:
```
60
Properties=species:S:1:pos:R:3
Al 0.639 0.671 -0.089
C -1.211 4.031 -0.133
F -2.051 3.155 -0.663
F -1.404 5.172 -0.738
F -1.504 4.237 1.147
S 0.522 3.660 -0.482
O 0.471 3.162 -1.848
O 1.230 4.888 -0.299
N 1.171 2.543 0.514
S 2.668 2.651 1.139
O 3.322 1.392 0.952
O 3.422 3.783 0.795
C 2.249 2.929 2.919
F 1.465 4.092 2.938
F 1.727 1.842 3.498
F 3.355 3.214 3.675
C 1.521 0.345 -3.949
F 2.240 0.361 -5.042
F 0.978 1.526 -3.922
F 0.623 -0.624 -4.196
S 2.458 -0.183 -2.378
O 3.764 -0.334 -2.943
O 2.123 0.876 -1.403
N 1.815 -1.437 -1.733
S 2.180 -3.005 -2.179
O 2.588 -3.077 -3.558
O 2.897 -3.665 -1.090
C 0.506 -3.758 -2.130
F -0.512 -3.256 -2.777
F 0.827 -4.901 -2.802
F 0.163 -4.038 -0.890
C -3.717 1.331 1.901
F -4.485 0.467 1.153
F -3.870 2.545 1.276
F -4.345 1.446 3.132
S -1.978 0.551 2.106
O -1.218 1.159 1.008
O -1.558 1.017 3.374
N -2.220 -0.844 1.820
S -2.377 -2.190 2.673
O -1.290 -2.495 3.539
O -3.604 -2.036 3.391
C -2.576 -3.413 1.269
F -1.771 -4.415 1.528
F -3.854 -3.880 1.325
F -2.395 -3.017 0.044
P -2.042 -0.066 -2.074
F -1.252 -1.215 -1.263
F -2.710 0.558 -0.806
F -0.436 0.724 -1.582
F -2.306 1.344 -2.874
F -1.405 -0.472 -3.457
F -3.369 -0.875 -2.469
P 2.299 -2.066 1.836
F 2.936 -1.418 0.579
F 3.049 -3.444 2.068
F 3.102 -0.857 2.504
F 1.414 -2.280 3.258
F 0.640 0.162 1.459
F 1.094 -2.573 0.946
```

Values from the calculation:
charge = -2
E_tot = -7606.582394 hartree
E_HOMO = -5.6 eV
orbital gap = 9.95 eV

---

# 4
Formula: C3H5BFO2
Source: the OMol25 dataset
Level of theory: ωB97M-V/def2-TZVPD

The geometry in XYZ format:
```
12
Properties=species:S:1:pos:R:3
C 1.342 0.536 0.116
C 0.598 -0.776 0.115
F 1.019 -1.537 -1.010
B -0.999 -0.671 0.056
C -1.776 0.648 -0.229
O -2.322 1.152 0.787
O -1.734 1.123 -1.395
H 1.329 0.952 -0.889
H 2.392 0.403 0.392
H 0.889 1.230 0.819
H 0.880 -1.379 0.985
H -1.617 -1.680 0.253
```

Values from the calculation:
charge = -1
E_tot = -392.546722 hartree
E_HOMO = -3.8 eV
energy relative to the best compared isomer or geometry (same formula, charge and spin) = 0.0 kcal/mol
SMILES string = C[C@H](F)BC(=O)[O-]
orbital gap = 7.48 eV

---

# 5
Formula: C4H5N2O
Source: the OMol25 dataset
Level of theory: ωB97M-V/def2-TZVPD

The geometry in XYZ format:
```
12
Properties=species:S:1:pos:R:3
C 0.410 0.298 1.594
C 0.179 -0.769 -0.613
C -0.087 1.913 0.612
C -0.127 -1.497 -1.741
N 0.327 -0.395 0.461
N -0.647 1.369 1.554
O 0.237 2.255 -0.429
H 1.222 0.258 2.230
H 0.253 -1.036 -2.706
H -1.123 -1.706 -1.708
H 0.416 -2.495 -1.607
H -1.059 1.806 2.353
```

Values from the calculation:
charge = +1
E_tot = -339.761579 hartree
E_HOMO = -13.0 eV
energy relative to the best compared isomer or geometry (same formula, charge and spin) = 66.1 kcal/mol
orbital gap = 9.34 eV

---

# 6
Formula: C3H4N2O
Source: the OMol25 dataset
Level of theory: ωB97M-V/def2-TZVPD

The geometry in XYZ format:
```
10
Properties=species:S:1:pos:R:3
O 2.306 0.179 -0.213
C 1.106 0.081 -0.056
N 0.361 -1.039 0.151
C -1.081 -0.798 0.229
C -1.134 0.574 0.113
N 0.135 1.086 -0.024
H 0.737 -1.925 0.440
H -0.847 -1.459 -0.669
H -1.986 1.247 0.125
H 0.402 2.055 -0.095
```

Values from the calculation:
charge = 0
E_tot = -301.381430 hartree
E_HOMO = -8.5 eV
energy relative to the best compared isomer or geometry (same formula, charge and spin) = 66.4 kcal/mol
SMILES string = O=c1[nH]cc[nH]1
orbital gap = 9.25 eV

---

Copy entry 4 word for word.
Formula: C3H5BFO2
Source: the OMol25 dataset
Level of theory: ωB97M-V/def2-TZVPD

The geometry in XYZ format:
```
12
Properties=species:S:1:pos:R:3
C 1.342 0.536 0.116
C 0.598 -0.776 0.115
F 1.019 -1.537 -1.010
B -0.999 -0.671 0.056
C -1.776 0.648 -0.229
O -2.322 1.152 0.787
O -1.734 1.123 -1.395
H 1.329 0.952 -0.889
H 2.392 0.403 0.392
H 0.889 1.230 0.819
H 0.880 -1.379 0.985
H -1.617 -1.680 0.253
```

Values from the calculation:
charge = -1
E_tot = -392.546722 hartree
E_HOMO = -3.8 eV
energy relative to the best compared isomer or geometry (same formula, charge and spin) = 0.0 kcal/mol
SMILES string = C[C@H](F)BC(=O)[O-]
orbital gap = 7.48 eV

---

What is the formula in the first record?
C11H25NNbO3S